(1)
Here is a 21-piece molecular cluster, C36H120N6O27 overall at a distorted geometry from the Open Molecules 2025 dataset. Energies are from the ωB97M-V functional and the def2-TZVPD basis.

Atoms and positions in Å:
1 C 3.9725 13.8835 26.8048
2 O 3.5609 12.6114 27.2859
3 C 2.2124 12.3449 26.9571
4 C 1.8616 10.8683 27.2546
5 N 2.2022 10.5084 28.5873
6 C 2.2296 9.0291 28.8595
7 C 2.3961 8.6638 30.3222
8 O 3.6507 9.1450 30.8882
9 C 4.0287 8.2309 31.9069
10 H 3.9836 13.7042 25.7297
11 H 4.9611 14.0718 27.2236
12 H 3.2469 14.6858 26.9381
13 H 2.0314 12.5393 25.9000
14 H 1.5768 12.9318 27.6202
15 H 2.4491 10.2434 26.5820
16 H 0.8579 10.6176 26.9113
17 H 3.1591 10.7960 28.7346
18 H 3.0944 8.5225 28.4311
19 H 1.3294 8.5422 28.4845
20 H 2.4414 7.5752 30.3536
21 H 1.4692 8.9289 30.8307
22 H 3.2993 8.1135 32.7083
23 H 4.9470 8.5364 32.4085
24 H 4.2755 7.2693 31.4568
25 C -1.5735 17.4765 25.5303
26 O -1.0302 16.2636 24.9531
27 C -1.2688 16.3035 23.4877
28 C -0.4898 15.0804 22.8738
29 N 0.9905 15.3105 22.8553
30 C 1.6594 14.0685 22.4020
31 C 3.2151 14.3299 22.4086
32 O 3.8375 13.1403 22.0157
33 C 5.0765 12.7994 22.6336
34 H -2.5266 17.7559 25.0814
35 H -0.8435 18.2662 25.3525
36 H -1.6428 17.4271 26.6170
37 H -0.9240 17.2470 23.0645
38 H -2.3319 16.2043 23.2687
39 H -0.7525 14.8882 21.8335
40 H -0.7918 14.1235 23.2995
41 H 1.2678 15.4664 23.8139
42 H 1.2618 13.8124 21.4199
43 H 1.3927 13.2213 23.0339
44 H 3.3185 14.6361 23.4496
45 H 3.4472 15.1452 21.7233
46 H 5.0363 12.9979 23.7047
47 H 5.9229 13.3590 22.2352
48 H 5.2068 11.7251 22.5036
49 C 7.7319 15.0343 32.0527
50 O 7.8704 15.3279 30.6516
51 C 8.0309 16.6985 30.4157
52 C 8.4829 17.0021 28.9074
53 N 7.5131 16.3429 28.0255
54 C 7.9011 16.3871 26.6238
55 C 8.0219 17.8070 26.0467
56 O 9.3660 18.1673 26.2909
57 C 9.5906 19.5507 26.0827
58 H 6.7287 15.3710 32.3141
59 H 8.4340 15.6134 32.6525
60 H 7.8424 13.9606 32.2047
61 H 8.8201 17.0543 31.0780
62 H 7.1295 17.2286 30.7231
63 H 9.4808 16.6274 28.6795
64 H 8.4055 18.0594 28.6537
65 H 7.5303 15.3916 28.3641
66 H 7.1324 15.9218 26.0069
67 H 8.7732 15.7534 26.4630
68 H 7.2966 18.5031 26.4679
69 H 7.9659 17.8923 24.9615
70 H 10.6109 19.8495 26.3230
71 H 8.9160 20.1813 26.6618
72 H 9.4705 19.8686 25.0470
73 C 9.5584 13.4391 28.6717
74 O 9.6276 13.7234 27.3079
75 C 10.9729 13.7654 26.8465
76 C 10.9193 13.6226 25.3209
77 N 10.2170 14.7432 24.6881
78 C 10.1205 14.6793 23.1669
79 C 9.0693 15.6048 22.5957
80 O 7.8119 15.1698 23.0215
81 C 6.7154 16.0253 22.6912
82 H 8.5573 13.6812 29.0284
83 H 10.2632 14.0613 29.2231
84 H 9.6682 12.3744 28.8780
85 H 11.5910 12.9826 27.2862
86 H 11.4284 14.7290 27.0745
87 H 10.4285 12.7185 24.9608
88 H 11.9199 13.6001 24.8892
89 H 9.2840 14.7112 25.0735
90 H 9.9695 13.6374 22.8847
91 H 11.0874 14.9085 22.7188
92 H 9.0947 15.6702 21.5080
93 H 9.2573 16.5950 23.0108
94 H 6.8728 17.0177 23.1139
95 H 5.7947 15.5462 23.0241
96 H 6.6336 16.1075 21.6074
97 C 4.2599 21.1170 14.5382
98 O 4.6391 21.5315 15.7984
99 C 5.8272 20.7776 16.2610
100 C 5.5426 19.4324 16.8734
101 N 4.4787 19.5420 17.8452
102 C 4.0660 18.3116 18.4461
103 C 5.1471 17.6230 19.3429
104 O 5.5279 18.2803 20.6089
105 C 4.5290 18.3474 21.5630
106 H 3.3296 21.6510 14.3448
107 H 4.0428 20.0499 14.4908
108 H 5.0912 21.3936 13.8897
109 H 6.1996 21.4764 17.0101
110 H 6.4386 20.7978 15.3589
111 H 6.5028 19.1419 17.2997
112 H 5.3959 18.7198 16.0617
113 H 3.6227 19.9514 17.4992
114 H 3.8388 17.5565 17.6936
115 H 3.1367 18.3985 19.0091
116 H 6.1042 17.3878 18.8772
117 H 4.8696 16.5963 19.5814
118 H 3.8830 19.2045 21.3723
119 H 4.9339 18.5545 22.5535
120 H 3.8537 17.4930 21.6098
121 C 9.1225 21.0637 29.7186
122 O 7.7614 20.7334 30.0580
123 C 6.8849 20.5950 28.8368
124 C 5.3777 20.5959 29.2014
125 N 5.0076 19.6841 30.3336
126 C 3.5602 19.7331 30.5121
127 C 3.0698 19.0774 31.8556
128 O 3.5188 19.8976 32.9532
129 C 3.4392 19.4175 34.2573
130 H 9.1970 22.1144 29.4386
131 H 9.4192 20.3028 28.9967
132 H 9.7714 20.8610 30.5707
133 H 7.2061 19.7205 28.2710
134 H 7.0948 21.4255 28.1628
135 H 4.8252 20.2216 28.3395
136 H 5.1490 21.6345 29.4402
137 H 5.3421 20.0168 31.2266
138 H 3.0498 19.1880 29.7181
139 H 3.1542 20.7392 30.4069
140 H 3.4212 18.0479 31.7858
141 H 1.9894 19.1809 31.9558
142 H 2.4105 19.3548 34.6122
143 H 3.9256 20.1588 34.8914
144 H 3.9349 18.4469 34.2746
145 O 1.8143 21.0858 21.3429
146 H 2.5861 21.1104 20.7772
147 H 1.5468 20.1667 21.3441
148 O 4.9153 17.1668 25.8470
149 H 4.9790 18.0625 25.5154
150 H 5.1416 17.2376 26.7744
151 O 2.1261 16.3482 28.9787
152 H 3.0421 16.6214 28.9295
153 H 1.6501 17.0142 28.4825
154 O -1.6475 16.0503 28.7289
155 H -1.6134 15.4892 29.5037
156 H -1.1306 15.5839 28.0720
157 O 0.5041 20.8676 24.5673
158 H 0.6783 21.7086 24.9901
159 H 0.5451 21.0572 23.6300
160 O 0.2470 14.9402 27.1678
161 H 1.1090 15.1626 27.5195
162 H 0.1513 15.4987 26.3963
163 O 3.9145 19.7973 25.3562
164 H 3.2951 19.4528 24.7129
165 H 4.0623 20.7035 25.0857
166 O 1.1604 18.6761 27.7120
167 H 1.3836 18.3479 26.8409
168 H 1.4813 19.5779 27.7182
169 O 0.9982 17.7520 21.5481
170 H 1.1979 16.8248 21.6776
171 H 0.3258 17.7599 20.8670
172 O 2.4345 21.1906 27.1978
173 H 2.9397 21.9996 27.2783
174 H 2.8947 20.6859 26.5273
175 O 4.7701 17.2140 28.6818
176 H 4.7125 18.1229 28.9764
177 H 5.6954 16.9887 28.7782
178 O -0.1740 18.2191 29.8042
179 H -0.8865 17.6343 29.5461
180 H 0.3152 18.3726 28.9959
181 O -1.3155 12.6061 27.4236
182 H -1.5475 12.2703 26.5578
183 H -0.8403 13.4180 27.2467
184 O 2.3314 16.6173 25.4488
185 H 2.1666 17.1590 24.6771
186 H 3.2758 16.6820 25.5902
187 O 1.6722 18.6370 23.8216
188 H 1.2248 18.2975 23.0465
189 H 1.0357 19.2255 24.2275

* HOMO level: -8.0 eV
* orbital gap: 7.714 eV

=====

(2)
Here is an isolated ion of composition C5H10NOS and charge -1 from the Open Molecules 2025 dataset. Energies are from the ωB97M-V functional and the def2-TZVPD basis.

Atoms and positions in Å:
1 C 0.1027 3.3323 0.4732
2 C -0.3663 1.9143 0.2376
3 C -0.1079 1.0185 1.4297
4 O 0.1504 1.4818 2.5371
5 N -0.2161 -0.3006 1.2103
6 C -0.5950 -0.9569 -0.0590
7 C 0.5672 -1.2577 -0.9948
8 S 0.1401 -2.5515 -2.2202
9 H -0.1927 3.6920 1.4610
10 H -0.2833 4.0824 -0.2249
11 H 1.1944 3.3647 0.4611
12 H -1.4475 1.8456 0.0433
13 H 0.0438 1.5322 -0.6982
14 H -0.2484 -0.8644 2.0433
15 H -1.3070 -0.3410 -0.5775
16 H -1.1386 -1.8657 0.2045
17 H 1.4409 -1.5213 -0.3963
18 H 0.8074 -0.3877 -1.5938

* net charge: -1
* energy above the lowest of the compared OMol25 structures with the same formula, charge and spin: 0.0 kJ/mol
* HOMO level: -2.6 eV
* SMILES string: CCC(=O)NCC[S-]
* orbital gap: 6.031 eV

=====

(3)
Here is C12H20AlBr8FNO2 as an isolated structure at a distorted geometry from the Open Molecules 2025 dataset. Energies are from the ωB97M-V functional and the def2-TZVPD basis.

Atoms and positions in Å:
1 C -2.0727 4.3740 4.0325
2 C -2.2751 3.3727 3.3512
3 Al -2.3035 1.7482 2.0722
4 C -0.5816 1.8835 0.9001
5 O 0.0821 0.9236 0.5846
6 N -0.2003 3.3007 0.4626
7 C -1.2076 3.8424 -0.3848
8 O -1.8185 3.2108 -1.1936
9 F -1.4171 5.2238 -0.2528
10 H -1.8211 5.4290 4.2836
11 H -3.5234 1.8615 1.0433
12 H -2.3587 0.3753 2.8867
13 H -0.2959 3.8467 1.3396
14 Br 1.8821 -3.9099 -1.6286
15 C 2.0124 -2.1246 -0.8534
16 C 3.3243 -1.9307 -0.1385
17 Br 3.3319 -2.8261 1.5923
18 H 1.1466 -1.9964 -0.2063
19 H 1.9319 -1.4417 -1.6989
20 H 3.4844 -0.8764 0.0866
21 H 4.1777 -2.3127 -0.6954
22 Br -2.8761 -0.6197 0.3401
23 C -2.4652 -0.5469 -1.5568
24 C -2.6715 -1.8835 -2.2207
25 Br -1.2031 -3.0977 -1.8102
26 H -1.4441 -0.1782 -1.6440
27 H -3.1508 0.1961 -1.9658
28 H -2.6619 -1.7788 -3.3064
29 H -3.5912 -2.3797 -1.9173
30 Br -3.8599 1.5276 -5.0110
31 C -3.1914 3.3046 -4.5704
32 C -2.9629 4.1277 -5.8116
33 Br -1.3270 3.5954 -6.7279
34 H -2.2921 3.1658 -3.9737
35 H -3.9666 3.7535 -3.9500
36 H -2.8151 5.1763 -5.5537
37 H -3.7713 4.0464 -6.5354
38 Br 6.1970 -4.8023 3.0403
39 C 6.0269 -4.7293 4.9785
40 C 4.8066 -5.4779 5.4497
41 Br 3.1811 -4.4534 5.1337
42 H 6.0192 -3.6774 5.2571
43 H 6.9348 -5.1956 5.3617
44 H 4.8421 -5.6291 6.5287
45 H 4.6767 -6.4391 4.9566

* net charge: -1
* HOMO level: -5.4 eV
* orbital gap: 7.284 eV

=====

(4)
Here is C8H12O10Rb6S as an isolated structure at a distorted geometry from the Open Molecules 2025 dataset. Energies are from the ωB97M-V functional and the def2-TZVPD basis.

Atoms and positions in Å:
1 Rb -2.8466 1.3759 -2.9798
2 Rb 0.1440 3.4139 -0.6986
3 Rb -3.3277 2.6025 3.7928
4 Rb -3.7541 4.8046 -0.0762
5 Rb -5.7957 1.3070 0.0458
6 Rb -3.0241 -1.7975 -0.1594
7 S -2.1981 1.3492 0.6543
8 O -3.3472 0.6565 1.1308
9 O -1.3361 0.3943 -0.0334
10 O -2.5849 2.3206 -0.3476
11 O -1.5585 1.9959 1.7518
12 C 1.0846 0.6018 4.3398
13 C 0.9669 0.1892 2.9226
14 C 1.3667 1.1025 1.7851
15 O 2.5716 0.4265 1.3601
16 C 2.5955 -0.7860 1.8164
17 O 3.2385 -1.7533 1.2997
18 O 1.8032 -0.9246 2.8127
19 H 2.0594 1.0545 4.5213
20 H 1.0575 -0.3340 4.8981
21 H 0.4143 1.3625 4.7399
22 H -0.0054 -0.2921 2.8169
23 H 1.7707 2.0477 2.1478
24 H 0.6197 1.1379 0.9922
25 C -0.7183 -2.2109 -3.4277
26 C 0.4729 -1.2929 -3.3610
27 C 1.1177 -1.0773 -2.0111
28 O 2.4843 -1.3348 -2.2989
29 C 2.6475 -1.9406 -3.4522
30 O 3.6683 -2.4426 -3.8182
31 O 1.5368 -2.0158 -4.1241
32 H -0.7234 -2.9889 -2.6643
33 H -0.8026 -2.8717 -4.2905
34 H -1.6488 -1.6958 -3.1890
35 H 0.4535 -0.3803 -3.9567
36 H 0.7393 -1.8831 -1.3821
37 H 0.8587 -0.1208 -1.5572

* net charge: +4
* HOMO level: -17.7 eV
* orbital gap: 4.735 eV

=====

- Among the records above, which one has the highest HOMO level?
  C5H10NOS

=====

- The lowest HOMO level belongs to which entry?
  C8H12O10Rb6S

=====

- Number 1 is which compound?
  C36H120N6O27